[1]
# C27H43BrN2P2Pb

A structure of composition C27H43BrN2P2Pb in a non-equilibrium geometry (ωB97M-V/def2-TZVPD, the OMol25 dataset).

Summary:
**HOMO-LUMO gap (spin up / spin down)**: 3.8 / 4.7 eV
**Energy above the lowest of the compared OMol25 structures with the same formula, charge and spin**: 6.2247 eV
**Charge**: +4
**Maximum force**: 0.3221 hartree/bohr
**LUMO (spin up / spin down)**: -13.612 / -12.713 eV

Geometry (Å):
N 6.9775 -3.8027 7.0597
C 5.7236 -4.2396 7.2627
C 4.5992 -3.7125 6.6174
C 4.7495 -2.6562 5.6889
C 6.0734 -2.2000 5.4795
C 7.1264 -2.7970 6.1769
C 3.5736 -2.1080 5.0151
Pb -1.5684 0.3127 0.4784
P -2.5964 -1.1356 -5.6408
C 3.3939 -2.0026 3.6707
C 2.2298 -1.4623 2.9736
C 2.3102 -1.2207 1.5812
C 1.2237 -0.7073 0.8627
C -0.0013 -0.4107 1.5006
C -0.0814 -0.6502 2.8944
C 1.0024 -1.1607 3.6138
Br -3.5602 1.2293 -0.8135
H 2.7794 -1.7595 5.6875
H 4.1953 -2.3569 3.0085
H 3.6033 -4.1174 6.8304
H 6.2845 -1.3860 4.7788
H 5.6068 -5.0605 7.9840
H 8.1550 -2.4450 6.0162
H 3.2488 -1.4453 1.0590
H 0.8954 -1.3283 4.6914
H 1.3322 -0.5376 -0.2151
H -1.0138 -0.4320 3.4286
P -0.3220 2.1635 -0.1973
C -2.6436 -2.5489 -4.4029
C -2.6382 -3.9338 -5.0632
H -3.5225 -2.4324 -3.7381
H -1.7455 -2.4314 -3.7675
H -3.0898 -4.6915 -4.3979
H -3.2149 -3.9373 -6.0059
H -1.6092 -4.2558 -5.3013
C -0.7619 -0.7513 -5.5041
C -0.1706 -0.0465 -6.7317
H -0.2637 -1.7292 -5.3584
H -0.5771 -0.1580 -4.5865
H 0.9254 -0.1803 -6.7726
H -0.5982 -0.4485 -7.6676
H -0.3696 1.0391 -6.7105
C -3.3258 0.2209 -4.5575
C -4.7762 0.5863 -4.9041
H -2.6693 1.1129 -4.5921
H -3.2839 -0.1619 -3.5203
H -5.0178 1.6099 -4.5647
H -4.9623 0.5427 -5.9912
H -5.4832 -0.1104 -4.4204
C -1.4134 3.6515 -0.4274
C -0.9968 4.9845 0.2075
H -2.3831 3.3254 -0.0117
H -1.5483 3.7485 -1.5214
H -1.0528 4.9307 1.3077
H 0.0233 5.2934 -0.0731
H -1.6905 5.7807 -0.1171
C 0.6597 1.9710 -1.7647
C 2.1892 1.8896 -1.6783
H 0.3611 2.8320 -2.3888
H 0.2344 1.0865 -2.2740
H 2.6456 2.8940 -1.6959
H 2.5370 1.3739 -0.7690
H 2.5813 1.3354 -2.5495
C 0.8882 2.5318 1.1663
C 0.3909 2.6407 2.6130
H 1.3595 3.4824 0.8568
H 1.6738 1.7632 1.0471
H 1.1370 2.2529 3.3277
H 0.1498 3.6769 2.8984
H -0.5266 2.0376 2.7355
C -6.0604 1.2083 1.8487
C -4.6323 0.9235 1.4131
N -3.4475 0.6873 1.0517
H -6.1383 1.1044 2.9504
H -6.7463 0.4872 1.3589
H -6.3370 2.2412 1.5534

Atomic forces in eV per Å
-0.87 0.20 -0.31
2.69 -0.66 0.95
-1.61 1.39 -1.36
1.34 -0.35 0.18
-2.73 0.50 -0.97
1.59 -1.41 1.53
-1.21 0.71 -1.35
-0.26 -1.98 -1.18
1.69 0.70 4.20
1.14 -0.47 1.14
-1.14 0.53 -0.41
-0.18 0.17 0.17
-0.32 -0.17 -0.29
3.22 -3.12 2.86
-0.41 -0.22 -0.10
0.24 0.23 -0.27
0.67 1.83 -12.74
0.25 -0.21 -0.19
-0.25 0.12 0.27
0.41 0.12 -0.02
-0.11 -0.28 0.28
0.09 0.35 -0.27
-0.39 -0.19 0.10
-0.47 0.15 0.13
-0.09 0.10 -0.50
0.07 -0.19 0.35
0.37 -0.22 -0.09
2.69 5.53 -0.67
-0.83 -0.66 -0.39
0.07 -0.56 -0.26
0.25 0.10 -0.62
-0.27 0.31 -0.42
0.29 0.38 -0.31
0.20 -0.09 0.50
-0.48 0.11 0.05
0.45 -0.50 -1.14
0.18 0.38 -0.36
-0.34 0.35 -0.18
-0.62 -0.26 -0.30
-0.54 0.04 0.04
0.34 0.17 0.39
0.02 -0.46 -0.06
-0.42 0.56 -0.66
-0.54 0.09 -0.06
-0.23 -0.52 -0.36
0.21 -0.16 -0.53
0.12 -0.53 -0.14
0.06 0.16 0.49
0.27 0.30 -0.26
-0.46 -0.22 0.01
0.37 0.11 0.26
0.36 0.47 -0.28
-0.05 -0.11 0.47
0.05 0.05 -0.45
-0.40 -0.07 0.05
0.31 -0.44 0.08
-0.52 -0.29 -0.44
0.41 -0.04 0.11
0.03 -0.30 0.31
0.22 0.24 0.11
-0.24 -0.45 0.09
-0.04 0.16 -0.44
-0.21 0.29 0.39
0.71 0.10 -0.59
-0.52 -0.12 0.08
-0.15 -0.33 0.00
-0.39 0.42 0.23
-0.31 0.19 -0.41
0.10 -0.45 -0.20
0.22 0.29 0.29
1.05 -0.12 -0.59
5.72 -2.50 2.77
-11.64 0.87 11.75
0.19 0.03 -0.62
0.42 0.36 0.12
0.16 -0.49 0.02


[2]
# C33H46NP3Pt

A structure of composition C33H46NP3Pt in a non-equilibrium geometry (ωB97M-V/def2-TZVPD, the OMol25 dataset).

Summary:
**Spin multiplicity**: 5
**HOMO-LUMO gap (spin up / spin down)**: 6.6 / 5.7 eV
**Energy above the lowest of the compared OMol25 structures with the same formula, charge and spin**: 2.4438 eV
**Charge**: +2
**Maximum force**: 0.0628 hartree/bohr
**LUMO (spin up / spin down)**: -4.521 / -8.308 eV

Geometry (Å):
P -3.3230 -2.0024 -0.5353
P 1.8624 -1.4789 -0.2824
C -0.4602 -2.7956 -0.5944
C 0.8713 -2.9959 0.0568
H -0.4920 -2.9660 -1.6813
H -1.2082 -3.4402 -0.0896
H 0.6986 -3.1081 1.1346
H 1.3161 -3.9559 -0.2474
C 2.2644 -1.6845 -2.0160
H 2.8950 -0.8586 -2.3409
H 1.3625 -1.6839 -2.6376
H 2.8178 -2.6065 -2.2133
C 3.0279 -1.7537 1.0552
H 3.9825 -2.0877 0.6805
H 2.6433 -2.5038 1.7486
H 3.1629 -0.8302 1.6114
C -3.9183 -0.9078 -1.8459
H -3.7971 0.1185 -1.5291
H -4.9404 -1.1100 -2.1567
H -3.2691 -0.9824 -2.7243
C -3.6174 -2.1215 1.2710
H -2.7549 -2.6173 1.7679
H -4.5506 -2.6382 1.5352
H -3.6307 -1.0847 1.6321
Pt -1.3179 -0.9902 -0.6784
C -0.9716 -5.3862 -1.2523
C -0.5780 -4.9007 -2.4184
C -1.3488 -5.0187 -3.7006
C -2.8816 -4.7845 -3.4613
C -3.2092 -3.6629 -2.5960
C -3.5251 -3.7083 -1.1814
C -3.3329 -5.1186 -0.4748
C -2.2542 -6.0942 -0.9499
C -1.8027 0.9470 0.0872
H -0.3006 -5.4166 -0.3745
H 0.4591 -4.5393 -2.5776
H -1.1593 -5.9938 -4.1945
H -1.0073 -4.2444 -4.4068
H -3.3007 -4.5328 -4.4639
H -3.3530 -5.7424 -3.1831
H -3.6337 -2.8388 -3.1504
H -4.6417 -3.6061 -1.0829
H -4.3023 -5.5976 -0.6867
H -3.2608 -5.0308 0.6225
H -2.0454 -6.7930 -0.1123
H -2.6071 -6.7397 -1.7731
H -1.5949 0.9982 1.1787
H -2.8744 1.1955 -0.1114
H -1.1290 1.6715 -0.4297
N 1.2155 0.0458 -0.1017
P 1.9265 1.4645 0.1882
C 3.6313 1.6567 -0.4472
C 4.4243 0.5727 -0.8356
C 5.7157 0.7260 -1.3347
C 6.2708 2.0097 -1.4045
C 5.5197 3.1113 -0.9830
C 4.2250 2.9325 -0.5283
C 1.1086 2.9559 -0.4706
C 0.9486 4.1516 0.2514
C 0.4214 5.2986 -0.3363
C 0.0753 5.2961 -1.6897
C 0.2477 4.1225 -2.4400
C 0.7488 2.9789 -1.8314
C 2.1034 1.8556 1.9614
C 3.3591 1.9335 2.5971
C 3.4744 2.4310 3.8983
C 2.3285 2.7908 4.6109
C 1.0639 2.6231 4.0456
C 0.9639 2.1404 2.7348
H 4.0523 -0.4468 -0.7535
H 6.2832 -0.1451 -1.6694
H 7.2765 2.1337 -1.7877
H 5.9629 4.1107 -1.0246
H 3.6412 3.8153 -0.2324
H 1.2499 4.2132 1.3014
H 0.2963 6.2081 0.2538
H -0.3231 6.1908 -2.1489
H -0.0039 4.1304 -3.4980
H 0.8844 2.0643 -2.4246
H 4.2679 1.6661 2.0659
H 4.4639 2.5352 4.3549
H 2.4281 3.1722 5.6229
H 0.1838 2.8938 4.6168
H -0.0439 2.0316 2.2979

Atomic forces in eV per Å
0.95 -1.96 0.96
-0.70 0.96 0.89
-0.02 -1.92 0.88
-1.15 0.97 0.09
-0.02 0.24 0.21
0.53 0.38 -0.55
0.20 0.31 -0.12
0.58 0.51 -0.26
0.84 -0.13 -0.40
-0.16 0.03 -0.11
-0.03 0.03 0.38
-0.09 -0.06 0.14
0.79 0.11 0.07
0.47 -0.15 0.05
0.01 0.07 -0.23
0.17 0.11 -0.04
-1.05 0.48 0.20
-0.47 0.24 0.24
-0.19 0.15 -0.13
0.05 -0.33 0.22
-0.78 0.82 -0.09
-0.39 0.15 -0.71
0.26 0.20 0.00
-0.21 -0.28 0.21
0.46 3.20 -0.07
0.76 -1.28 0.66
1.16 -1.01 -1.07
-0.59 0.43 0.01
0.19 -1.25 -2.10
-0.36 0.48 -0.83
-1.60 -0.59 0.59
-0.90 0.48 0.39
0.27 -0.42 0.15
0.05 1.01 0.04
-0.10 0.33 -0.69
-0.58 -0.18 0.48
-0.17 0.44 0.30
-0.02 -0.26 0.22
0.22 -0.35 0.60
0.08 0.54 0.02
0.15 0.07 0.11
0.12 -0.35 -0.40
0.32 0.02 0.40
-0.11 0.25 -0.39
-0.24 0.39 -0.46
0.26 0.48 0.37
-0.13 -0.30 -0.67
0.84 -0.24 0.19
-0.60 -0.56 0.36
0.56 -1.56 -0.42
0.97 0.80 0.99
0.62 -0.10 -0.36
-0.13 -0.38 0.02
0.11 0.55 0.06
-0.39 -0.41 0.07
0.42 -0.17 -0.14
-0.87 0.35 0.23
-0.59 0.22 -0.68
0.21 -0.27 0.67
-0.01 -0.01 -0.47
0.18 -0.62 0.30
-0.04 0.40 0.28
0.16 -0.58 -0.11
0.02 -0.32 0.73
-0.12 0.39 -0.13
-0.19 -0.20 -0.06
0.16 -0.18 -0.11
0.52 -0.22 -0.49
-0.58 0.16 -0.01
0.20 0.44 -0.03
-0.17 0.30 0.18
-0.07 0.08 0.04
-0.27 -0.37 0.03
0.30 -0.40 -0.14
-0.14 -0.11 -0.40
0.08 -0.33 -0.13
0.02 -0.03 -0.04
0.06 -0.13 0.21
-0.09 0.39 0.15
-0.12 0.09 -0.03
-0.42 -0.08 -0.19
-0.05 0.01 -0.15
-0.01 -0.12 -0.13
0.63 0.14 0.17


[3]
# C3H3FO

The molecule C3H3FO in a non-equilibrium geometry (ωB97M-V/def2-TZVPD, the OMol25 dataset).

Summary:
**HOMO-LUMO gap**: 10.0 eV
**Energy above the lowest of the compared OMol25 structures with the same formula, charge and spin**: 0.8381 eV
**Structure (SMILES)**: C=C(F)C=O
**Maximum force**: 0.1037 hartree/bohr
**LUMO**: -0.201 eV

Geometry (Å):
C 0.3760 -0.2708 0.0358
C 0.6972 1.0617 -0.0749
C -1.0308 -0.7316 0.0354
H 1.7399 1.1436 0.1760
H 0.0181 1.9777 -0.1949
H -0.9826 -1.7277 0.3726
O -2.0658 -0.1977 -0.1709
F 1.2480 -1.2551 -0.1791

Atomic forces in eV per Å
-1.64 4.47 -2.40
-0.27 -1.73 1.03
1.56 -1.00 0.66
0.58 0.99 -0.66
0.91 -2.01 0.53
-0.50 -2.25 0.45
-0.94 1.56 -0.55
0.30 -0.03 0.94


[4]
# C5H8N3

The ion C5H8N3 with charge +1 in a non-equilibrium geometry (ωB97M-V/def2-TZVPD, the OMol25 dataset).

Summary:
**HOMO-LUMO gap**: 9.3 eV
**Energy above the lowest of the compared OMol25 structures with the same formula, charge and spin**: 2.7097 eV
**Structure (SMILES)**: C=C1C=NN(C)C1=[NH2+]
**Charge**: +1
**Maximum force**: 0.1248 hartree/bohr
**LUMO**: -4.878 eV

Geometry (Å):
C 0.7863 0.7577 -1.5508
C 1.3966 0.3554 -0.2204
C -0.0980 -0.2146 0.5216
C 2.5704 0.5034 0.4289
C -2.3404 -0.3877 -0.4516
N -0.4598 0.5452 -1.6342
N -0.9517 -0.0494 -0.4698
N -0.1172 -0.6463 1.7351
H 1.1409 1.1453 -2.3940
H 2.9138 0.2908 1.3805
H 3.4424 0.8459 -0.1308
H -2.6830 -0.0240 -1.4122
H -2.5757 -1.4279 -0.4167
H -2.8772 0.0867 0.3566
H 0.8023 -0.7965 2.0441
H -0.9497 -0.9838 2.2136

Atomic forces in eV per Å
-0.83 -2.01 4.23
-2.71 -0.50 1.78
3.93 2.33 -4.51
-0.76 0.41 -3.59
-0.98 0.63 -0.69
-0.34 -0.32 0.22
0.51 -0.58 2.10
-1.65 -0.26 -0.06
2.41 1.68 -3.01
-0.41 -0.77 2.18
-0.40 0.24 -0.33
-0.52 0.12 0.05
0.42 -0.97 0.06
-0.05 0.43 0.18
0.91 -0.42 1.41
0.46 -0.01 -0.02


Q: Which of these has the lowest maximum force?
A: C33H46NP3Pt


Q: The lowest maximum force belongs to which entry?
A: C33H46NP3Pt